No. 1
The following is a DFT calculation (ωB97M-V with the def2-TZVPD basis set) of a 7-piece molecular cluster, C3H20NO8 overall.

Last column: Mulliken charge in e.
CARTESIAN COORDINATES (ANGSTROEM)
O  -1.878  -0.520  -0.960  -0.414
C  -1.409  -0.986  0.263  0.440
C  -0.424  -0.073  0.736  0.099
N  0.353  -0.789  1.902  -0.100
C  1.181  0.144  2.835  -0.685
O  -2.069  -1.759  0.872  -0.474
H  -1.874  -1.190  -1.684  0.308
H  -0.849  0.934  0.923  0.428
H  0.444  0.230  0.055  -0.242
H  -0.310  -1.373  2.487  0.398
H  0.989  -1.465  1.455  0.393
H  2.147  -0.303  2.989  0.358
H  0.533  0.212  3.760  0.344
H  1.288  1.144  2.338  0.152
H  0.061  2.510  -2.202  0.361
H  1.288  3.283  -1.968  0.292
O  0.735  2.635  -1.597  -0.577
H  0.220  -3.571  0.310  0.319
H  1.560  -2.709  -0.103  0.346
O  0.992  -2.967  0.604  -0.710
H  -1.814  1.004  -2.902  0.284
H  -1.832  1.549  -1.561  0.338
O  -1.667  1.795  -2.468  -0.670
H  2.251  0.872  -1.417  0.328
H  3.432  0.170  -2.206  0.321
O  2.814  0.130  -1.405  -0.707
H  0.721  -1.999  -2.395  0.251
H  1.557  -0.931  -1.599  0.399
O  0.946  -1.630  -1.507  -0.571
H  -0.771  3.728  1.158  0.350
H  0.043  3.126  2.385  0.316
O  -0.829  3.037  1.944  -0.672

Summary:
Electronic energy: -782.705423 Ha
Net charge: +1
ΔE to the lowest compared entry with this formula, charge and spin: 41.5 kcal/mol
Gap between HOMO and LUMO: 0.433 Ha

=====

No. 2
The following is a DFT calculation (ωB97M-V with the def2-TZVPD basis set) of a 8-piece molecular cluster, C3H22N2O7 overall.

Last column: Mulliken charge in e.
CARTESIAN COORDINATES (ANGSTROEM)
C  -2.873  1.095  -1.403  -1.533
C  -1.660  0.368  -0.922  0.555
C  -0.950  -0.444  -1.730  -0.234
N  0.135  -1.260  -1.344  -0.449
N  -1.291  0.637  0.441  -0.204
H  -3.104  1.975  -0.794  0.395
H  -2.685  1.495  -2.495  0.311
H  -3.739  0.441  -1.366  0.304
H  -1.273  -0.584  -2.793  0.293
H  0.690  -0.917  -0.514  0.087
H  0.811  -1.382  -2.116  0.324
H  -2.053  0.968  1.032  0.324
H  -0.889  -0.149  0.907  -0.098
H  1.581  1.122  2.311  0.440
H  0.983  -0.260  2.798  0.312
O  1.824  0.188  2.554  -0.776
H  -1.858  -3.479  0.104  0.331
H  -0.564  -2.813  -0.276  0.386
O  -0.986  -3.279  0.498  -0.767
H  2.356  -0.567  1.178  0.415
H  3.281  -1.701  0.640  0.270
O  2.603  -1.049  0.334  -0.718
H  0.321  1.744  -0.833  0.573
H  0.734  3.049  -1.533  0.245
O  1.067  2.343  -0.979  -0.752
H  -0.855  -2.246  1.775  0.413
H  -0.381  -2.031  3.242  0.318
O  -0.704  -1.528  2.482  -0.738
H  2.737  -0.265  -1.229  0.402
H  2.256  1.025  -1.831  0.313
O  2.542  0.148  -2.066  -0.707
H  1.182  2.630  0.770  0.459
H  -0.064  2.190  1.464  0.370
O  0.827  2.538  1.691  -0.866

Summary:
Electronic energy: -763.712877 Ha
Net charge: 0
Structure (SMILES): C/C(N)=C/N.O.O.O.O.O.O.O
ΔE to the lowest compared entry with this formula, charge and spin: 6.1 kcal/mol
Gap between HOMO and LUMO: 0.303 Ha

=====

No. 3
The following is a DFT calculation (ωB97M-V with the def2-TZVPD basis set) of a 8-piece molecular cluster, C3H22N2O9 overall.

Last column: Mulliken charge in e.
CARTESIAN COORDINATES (ANGSTROEM)
O  -0.952  1.053  -0.955  -0.700
C  -0.083  0.609  -1.736  0.302
N  1.108  0.206  -1.238  0.061
C  1.816  -0.872  -1.979  -0.329
O  0.976  -2.006  -1.711  -0.489
C  -0.620  0.528  -3.178  -0.136
N  -1.410  1.761  -3.277  -0.694
H  1.223  0.093  -0.253  0.001
H  1.867  -0.671  -3.074  0.229
H  2.841  -1.187  -1.568  0.247
H  1.286  -2.451  -0.911  0.297
H  0.097  0.315  -4.048  0.303
H  -1.338  -0.266  -3.145  0.247
H  -0.840  2.556  -2.860  0.255
H  -2.348  1.788  -2.901  0.319
H  -1.752  0.769  3.403  0.288
H  -0.237  1.206  3.311  0.301
O  -0.958  0.962  3.828  -0.600
H  -2.414  -2.065  -0.765  0.302
H  -3.590  -1.066  -1.241  0.252
O  -2.709  -1.376  -1.337  -0.547
H  2.348  0.274  2.633  0.307
H  3.316  0.057  1.397  0.259
O  2.466  -0.165  1.809  -0.540
H  -2.614  -2.385  2.307  0.296
H  -1.157  -2.734  2.326  0.300
O  -1.977  -2.975  1.955  -0.590
H  1.722  1.677  1.766  0.225
H  1.339  3.146  1.699  0.357
O  2.034  2.525  1.412  -0.616
H  1.131  -1.555  1.236  0.347
H  1.557  -2.589  2.235  0.307
O  1.103  -2.484  1.395  -0.665
H  -1.036  1.743  0.787  0.488
H  -1.238  3.208  1.133  0.254
O  -0.957  2.371  1.543  -0.637

Summary:
Electronic energy: -914.117245 Ha
Net charge: 0
Structure (SMILES): NCC(=O)NCO.O.O.O.O.O.O.O
ΔE to the lowest compared entry with this formula, charge and spin: 30.6 kcal/mol
Gap between HOMO and LUMO: 0.323 Ha

=====

No. 4
The following is a DFT calculation (ωB97M-V with the def2-TZVPD basis set) of a 9-piece molecular cluster, C3H22NO10S overall.

Last column: Mulliken charge in e.
CARTESIAN COORDINATES (ANGSTROEM)
C  -0.586  -1.753  -0.078  -0.327
C  -1.362  -3.008  0.309  -0.675
S  -1.163  -4.226  -1.060  -0.272
N  -0.652  -0.962  1.191  -0.055
C  0.142  0.155  1.283  0.471
O  1.139  0.328  0.584  -0.731
O  -0.270  0.949  2.202  -0.823
H  0.548  -1.798  -0.244  0.199
H  -1.153  -1.166  -0.974  0.152
H  -1.036  -3.659  1.058  0.352
H  -2.323  -2.624  0.511  0.447
H  -1.153  -3.355  -2.142  0.121
H  -1.652  -1.084  1.600  0.368
H  -1.985  1.238  2.921  0.358
H  -2.359  1.399  1.502  0.305
O  -2.730  1.171  2.330  -0.682
H  1.905  -1.234  -3.372  0.259
H  2.241  -0.937  -1.888  0.381
O  1.507  -0.815  -2.590  -0.640
H  1.941  2.857  2.609  0.260
H  0.688  2.162  2.044  0.244
O  1.168  3.052  2.087  -0.721
H  -0.252  1.506  -2.196  0.353
H  0.423  0.561  -3.173  0.408
O  -0.171  1.365  -3.167  -0.692
H  -2.304  1.524  -3.129  0.310
H  -1.772  0.837  -4.436  0.338
O  -2.583  1.133  -3.945  -0.634
H  2.625  -0.356  0.085  0.456
H  4.192  -0.475  -0.535  0.226
O  3.241  -0.683  -0.571  -0.682
H  1.405  1.752  -0.412  0.385
H  0.327  2.739  -0.053  0.265
O  0.744  2.340  -0.829  -0.702
H  0.943  0.999  4.310  0.282
H  -0.244  -0.055  3.741  0.369
O  0.570  0.121  4.426  -0.671

Summary:
Electronic energy: -1332.908880 Ha
Net charge: -1
ΔE to the lowest compared entry with this formula, charge and spin: 80.9 kcal/mol
Gap between HOMO and LUMO: 0.329 Ha

=====

No. 5
The following is a DFT calculation (ωB97M-V with the def2-TZVPD basis set) of a 10-piece molecular cluster, C3H23O12 overall.

Last column: Mulliken charge in e.
CARTESIAN COORDINATES (ANGSTROEM)
O  0.190  2.346  -1.551  -0.797
C  0.808  1.676  -0.674  0.714
O  0.192  1.162  0.345  -0.571
C  2.145  1.132  -1.017  -0.154
C  2.111  0.256  -2.286  -0.626
O  1.848  -1.079  -1.768  -0.559
H  2.660  0.488  -0.169  -0.100
H  2.898  1.910  -1.032  0.406
H  1.647  0.703  -3.143  0.357
H  3.108  -0.085  -2.742  0.304
H  0.883  -1.093  -1.569  0.281
H  -1.018  -2.622  0.929  0.471
H  0.391  -1.888  0.912  0.234
O  0.070  -2.722  0.685  -0.677
H  -2.806  -0.753  -0.042  0.340
H  -3.172  0.106  -1.367  0.323
O  -2.942  -0.846  -1.007  -0.648
H  -0.748  -3.799  -1.090  0.319
H  -1.776  -2.707  -1.725  0.314
O  -1.739  -3.645  -1.284  -0.679
H  2.983  -2.406  0.454  0.287
H  3.071  -1.759  -0.897  0.394
O  3.587  -2.260  -0.290  -0.686
H  1.436  1.033  1.472  0.191
H  2.658  0.683  1.978  0.379
O  2.014  1.352  2.216  -0.644
H  -2.525  2.250  -0.507  0.432
H  -1.249  2.160  -1.408  0.300
O  -2.237  1.857  -1.382  -0.810
H  -3.124  -1.023  2.218  0.250
H  -1.822  -0.577  2.263  0.499
O  -2.342  -1.334  1.998  -0.691
H  -1.774  3.803  0.586  0.325
H  -1.148  2.522  0.921  0.382
O  -2.031  3.073  1.062  -0.780
H  -0.293  0.210  2.757  0.287
H  -0.925  1.456  2.969  0.338
O  -1.030  0.419  3.184  -0.706

Summary:
Electronic energy: -1030.997095 Ha
Net charge: -1
ΔE to the lowest compared entry with this formula, charge and spin: 24.5 kcal/mol
Gap between HOMO and LUMO: 0.354 Ha

=====

No. 6
The following is a DFT calculation (ωB97M-V with the def2-TZVPD basis set) of a 8-piece molecular cluster, C3H24N2O7S overall.

Last column: Mulliken charge in e.
CARTESIAN COORDINATES (ANGSTROEM)
N  -0.894  -0.176  1.514  -0.494
C  0.401  0.074  2.095  -0.086
C  0.300  0.663  3.545  -0.811
S  2.047  0.772  4.311  -0.273
C  1.051  1.141  1.119  -0.949
N  0.387  1.503  -0.187  -0.372
H  -1.562  0.597  1.518  0.085
H  -1.443  -0.942  1.888  0.181
H  0.861  -0.848  2.033  0.661
H  -0.232  -0.045  4.193  0.412
H  -0.098  1.700  3.451  0.403
H  2.995  0.230  3.344  0.137
H  1.295  2.074  1.639  0.390
H  1.969  0.733  0.876  0.355
H  -0.463  1.872  0.129  0.283
H  0.096  0.677  -0.812  0.141
H  1.823  -2.814  -1.858  0.340
H  0.273  -2.678  -2.459  0.347
O  1.279  -2.762  -2.688  -0.689
H  0.090  1.503  -4.306  0.333
H  -1.398  1.049  -3.903  0.287
O  -0.689  1.713  -3.670  -0.643
H  -0.187  -1.182  -0.113  0.272
H  -0.326  -2.704  -0.028  0.447
O  -0.001  -2.010  -0.719  -0.769
H  -3.912  1.828  0.575  0.324
H  -4.374  0.854  -0.499  0.298
O  -3.897  0.845  0.316  -0.621
H  2.313  -1.701  -3.415  0.453
H  2.158  -0.227  -3.048  0.277
O  2.814  -0.798  -3.595  -0.711
H  -1.228  -3.977  1.603  0.252
H  0.287  -3.915  1.706  0.303
O  -0.529  -3.425  1.469  -0.560
H  -0.854  3.290  -1.418  0.265
H  0.075  3.236  -2.552  0.344
O  -0.428  3.849  -2.054  -0.611

Summary:
Electronic energy: -1162.970945 Ha
Net charge: 0
Structure (SMILES): NC[C@H](N)CS.O.O.O.O.O.O.O
ΔE to the lowest compared entry with this formula, charge and spin: 45.8 kcal/mol
Gap between HOMO and LUMO: 0.334 Ha